(1)
Molecular formula: C27H32N6O2STeW
Method: DFT, ωB97M-V with the def2-TZVPD basis set

Calculated values
total charge: +3
spin multiplicity: 2
energy above the lowest of the compared OMol25 structures with the same formula, charge and spin: 0.331 eV
expectation value of S²: 0.849
HOMO level (spin up / spin down): -16.20 / -16.05 eV
frontier orbital gap (spin up / spin down): 6.75 / 6.85 eV

Last column: Löwdin charge in e.
CARTESIAN COORDINATES (ANGSTROEM)
W -0.592 -1.019 0.689  1.295
N -4.786 -0.887 0.935  0.227
C -4.751 0.285 0.178  -0.153
C -5.767 1.134 -0.242  0.026
C -5.370 2.218 -1.002  -0.031
C -4.023 2.437 -1.330  -0.042
C -3.022 1.586 -0.909  -0.005
C -3.408 0.494 -0.135  -0.195
N -2.657 -0.539 0.428  -0.006
C -3.531 -1.330 1.050  -0.235
C -3.031 -2.496 1.763  -0.280
C -3.662 -3.474 2.467  -0.265
S -2.518 -4.561 3.121  1.182
C -1.261 -3.659 2.441  -0.422
N -1.649 -2.611 1.741  -0.143
H -5.613 -1.321 1.318  0.191
H -6.803 0.961 0.006  0.130
H -6.116 2.913 -1.360  0.126
H -3.768 3.296 -1.934  0.122
H -1.989 1.760 -1.183  0.106
H -4.716 -3.612 2.641  0.102
H -0.222 -3.918 2.575  0.077
C 2.412 -3.623 1.498  -0.403
Te 2.176 -1.554 1.067  1.346
C 2.809 -1.662 -0.963  -0.365
H 1.790 -4.229 0.844  -0.004
H 2.161 -3.786 2.544  0.007
H 3.459 -3.881 1.354  0.027
H 3.869 -1.435 -0.999  0.026
H 2.257 -0.915 -1.525  -0.010
H 2.621 -2.671 -1.324  0.013
C 4.711 3.146 -1.357  -0.050
C 3.308 3.609 -1.700  -0.165
N 2.401 3.558 -0.536  -0.029
C 2.005 4.837 0.061  -0.185
C 3.136 5.516 0.813  -0.053
C 1.944 2.373 -0.178  -0.402
O 2.140 1.313 -0.796  -0.004
C 1.122 2.179 1.077  -0.061
C 1.275 2.722 2.351  0.068
C 0.580 2.189 3.438  0.026
C -0.230 1.083 3.265  -0.042
N -0.389 0.566 2.035  -0.116
C 0.241 1.111 1.006  -0.276
H 5.341 3.200 -2.243  0.092
H 4.703 2.113 -1.013  0.072
H 5.163 3.768 -0.586  0.077
H 2.877 2.986 -2.485  0.126
H 3.301 4.640 -2.052  0.129
H 1.137 4.675 0.699  0.110
H 1.654 5.469 -0.758  0.134
H 3.549 4.868 1.587  0.076
H 2.778 6.431 1.282  0.093
H 3.950 5.790 0.144  0.083
H 1.966 3.536 2.522  0.127
H 0.708 2.610 4.424  0.136
H -0.739 0.583 4.076  0.139
H 0.020 0.712 -0.042  0.098
O -0.551 -2.041 -0.976  -0.330
N -0.395 -3.112 -1.765  -0.129
C -0.146 -2.876 -3.064  0.038
C 0.020 -3.939 -3.924  0.024
C -0.075 -5.234 -3.436  0.021
C -0.339 -5.439 -2.086  0.017
C -0.499 -4.353 -1.257  0.016
H -0.096 -1.834 -3.342  0.160
H 0.219 -3.740 -4.967  0.140
H 0.051 -6.079 -4.099  0.140
H -0.424 -6.433 -1.671  0.137
H -0.714 -4.404 -0.200  0.124

=====

(2)
Molecular formula: C27H32N9O3PdS
Method: DFT, ωB97M-V with the def2-TZVPD basis set

Calculated values
total charge: -2
spin multiplicity: 2
expectation value of S²: 0.771
HOMO level (spin up / spin down): 0.47 / -1.44 eV
frontier orbital gap (spin up / spin down): 3.77 / 5.67 eV

Last column: Löwdin charge in e.
CARTESIAN COORDINATES (ANGSTROEM)
Pd 1.269 -0.351 1.588  0.453
O 2.053 -2.788 3.119  -0.178
N 0.989 -2.817 3.845  -0.276
C 0.301 -3.981 3.943  -0.073
C -0.853 -4.113 4.675  -0.119
C -1.350 -2.992 5.336  -0.134
C -0.664 -1.801 5.228  -0.139
C 0.530 -1.665 4.487  -0.727
S 1.342 -0.171 4.292  0.552
H 0.747 -4.793 3.389  0.118
H -1.356 -5.069 4.715  0.083
H -2.266 -3.051 5.913  0.085
H -1.026 -0.903 5.707  0.084
N -4.804 7.235 -4.178  0.039
C -4.202 6.549 -3.449  -0.304
C -3.476 5.723 -2.573  -0.292
C -3.317 4.315 -2.818  -0.094
C -2.633 3.513 -1.950  -0.074
C -2.048 4.035 -0.764  -0.212
C -2.177 5.427 -0.519  -0.075
C -2.858 6.242 -1.379  -0.096
N -1.380 3.180 0.156  -0.023
C -0.763 3.536 1.338  -0.069
C -0.304 2.379 1.905  -0.171
N -0.616 1.309 1.108  0.018
C -1.257 1.830 0.076  -0.177
H -3.748 3.890 -3.716  0.090
H -2.532 2.460 -2.186  0.079
H -1.728 5.865 0.364  0.080
H -2.936 7.301 -1.167  0.088
H -0.692 4.555 1.672  0.093
H 0.218 2.245 2.838  0.059
H -1.669 1.252 -0.737  0.099
O 3.424 -2.633 -4.616  -0.069
C 3.777 -1.260 -4.665  -0.279
N 3.503 -0.525 -3.456  0.068
C 4.151 -0.962 -2.295  -0.451
O 4.980 -1.872 -2.398  0.008
C 3.770 -0.339 -1.044  -0.191
C 4.219 -0.884 0.183  -0.055
C 3.834 -0.323 1.366  -0.108
C 2.945 0.809 1.351  -0.360
N 2.547 1.369 0.147  0.044
C 2.931 0.785 -0.969  -0.168
H 3.950 -2.970 -3.876  0.062
H 3.208 -0.815 -5.476  0.116
H 4.841 -1.158 -4.875  0.114
H 2.542 -0.253 -3.318  0.103
H 4.861 -1.757 0.158  0.110
H 4.183 -0.711 2.313  0.092
H 2.919 1.486 2.196  0.078
H 2.570 1.260 -1.879  0.103
C -2.982 -2.367 -1.238  -0.080
N -2.326 -1.560 -0.226  -0.175
C -3.206 -1.029 0.791  -0.088
C -1.027 -1.882 0.175  -0.457
N -0.611 -1.877 1.382  0.141
N -0.155 -2.192 -0.878  -0.157
C -0.074 -1.157 -1.917  -0.065
C 1.177 -2.606 -0.432  -0.074
H -3.659 -3.101 -0.777  0.081
H -2.237 -2.901 -1.819  0.078
H -3.573 -1.738 -1.909  0.081
H -4.075 -0.580 0.305  0.086
H -2.690 -0.252 1.356  0.071
H -3.565 -1.804 1.486  0.087
H -1.336 -1.728 2.071  0.050
H -1.067 -0.804 -2.185  0.069
H 0.402 -1.580 -2.805  0.081
H 0.514 -0.303 -1.562  0.071
H 1.631 -1.837 0.227  0.031
H 1.802 -2.777 -1.310  0.082
H 1.106 -3.518 0.157  0.084

=====

(3)
Molecular formula: C27H33BCl4F4HfO2PS5
Method: DFT, ωB97M-V with the def2-TZVPD basis set

Calculated values
total charge: -1
energy above the lowest of the compared OMol25 structures with the same formula, charge and spin: 0.000 eV
HOMO level: -4.76 eV
frontier orbital gap: 7.00 eV

Last column: Löwdin charge in e.
CARTESIAN COORDINATES (ANGSTROEM)
Hf -0.589 0.177 -2.148  1.307
S 6.437 -0.662 -4.427  0.467
C 4.894 -0.469 -3.873  -1.531
S 4.254 1.024 -3.305  0.891
C 2.697 0.453 -2.746  -1.127
C 2.480 -0.860 -2.902  -1.129
S 1.047 -1.745 -2.408  0.558
S 3.787 -1.765 -3.635  0.890
S 1.612 1.592 -1.984  0.537
Cl -5.511 -0.810 -6.578  0.649
C -4.061 -0.256 -5.815  -0.695
C -3.419 0.890 -6.273  -0.697
Cl -4.065 1.793 -7.601  0.647
C -2.239 1.315 -5.654  -0.606
Cl -1.395 2.723 -6.185  0.712
C -1.709 0.604 -4.595  -0.348
O -0.570 0.950 -3.940  -0.276
C -2.383 -0.527 -4.104  -0.375
O -1.861 -1.092 -2.999  -0.269
C -3.534 -0.961 -4.728  -0.610
Cl -4.311 -2.366 -4.086  0.703
C 4.323 -0.512 2.297  -0.200
C 4.068 0.790 1.541  -0.187
C 2.560 1.098 1.455  -0.205
C 1.713 -0.195 1.399  -0.416
C 2.520 -1.282 0.671  -0.223
C 3.721 -1.705 1.530  -0.178
P 0.033 0.041 0.663  1.043
C -1.002 -1.346 1.371  -0.406
C -1.112 -2.524 0.380  -0.233
C -1.765 -3.726 1.057  -0.187
C -0.821 -4.301 2.130  -0.190
C 0.077 -3.209 2.740  -0.192
C -0.654 -1.867 2.790  -0.195
C -0.712 1.504 1.534  -0.420
C -0.284 2.883 1.001  -0.206
C -1.330 3.934 1.410  -0.177
C -1.892 3.664 2.821  -0.194
C -0.881 2.894 3.667  -0.197
C -0.618 1.496 3.075  -0.190
H 3.868 -0.436 3.291  0.108
H 5.392 -0.664 2.458  0.103
H 4.487 0.712 0.531  0.115
H 4.581 1.623 2.026  0.107
H 2.374 1.696 0.564  0.043
H 2.260 1.695 2.321  0.100
H 1.538 -0.541 2.419  0.090
H 2.857 -0.873 -0.285  0.084
H 1.913 -2.152 0.420  0.070
H 4.478 -2.157 0.883  0.111
H 3.411 -2.479 2.240  0.099
H -1.992 -0.888 1.413  0.102
H -0.123 -2.818 0.016  0.071
H -1.690 -2.224 -0.496  0.092
H -2.019 -4.493 0.323  0.110
H -2.709 -3.405 1.512  0.114
H -0.196 -5.083 1.691  0.106
H -1.408 -4.777 2.919  0.102
H 0.992 -3.099 2.149  0.089
H 0.391 -3.501 3.744  0.109
H -0.075 -1.141 3.355  0.075
H -1.586 -2.003 3.352  0.118
H -1.767 1.395 1.269  0.091
H -0.167 2.883 -0.081  0.069
H 0.690 3.148 1.413  0.100
H -2.145 3.926 0.685  0.097
H -0.876 4.928 1.370  0.109
H -2.814 3.079 2.747  0.112
H -2.159 4.603 3.310  0.103
H -1.234 2.797 4.696  0.104
H 0.055 3.463 3.713  0.111
H -1.351 0.792 3.476  0.107
H 0.365 1.147 3.404  0.092
F -2.513 0.208 -0.758  0.000
B -3.058 1.469 -1.277  -1.164
F -3.884 1.234 -2.338  0.209
F -3.607 2.219 -0.272  0.186
F -1.785 2.067 -1.749  0.011

=====

(4)
Molecular formula: C27H33BF5N2O15
Method: DFT, ωB97M-V with the def2-TZVPD basis set

Calculated values
total charge: +1
HOMO level: -12.21 eV
frontier orbital gap: 6.46 eV

Last column: Löwdin charge in e.
CARTESIAN COORDINATES (ANGSTROEM)
C 4.424 11.151 -11.767  0.054
N 4.577 10.090 -10.736  -0.079
C 5.288 10.366 -9.639  0.019
C 5.440 9.427 -8.643  0.060
C 4.765 8.217 -8.730  -0.119
C 3.988 7.983 -9.864  0.057
C 3.949 8.912 -10.874  0.022
C 4.840 7.199 -7.655  -0.132
C 5.188 5.879 -7.947  0.046
C 5.364 5.007 -6.899  0.017
N 5.075 5.370 -5.646  -0.048
C 4.706 6.623 -5.347  0.013
C 4.607 7.568 -6.339  0.063
C 5.125 4.422 -4.524  0.034
H 4.106 10.681 -12.693  0.106
H 5.393 11.613 -11.920  0.111
H 3.660 11.847 -11.434  0.119
H 5.757 11.336 -9.554  0.159
H 6.113 9.620 -7.818  0.147
H 3.414 7.073 -9.973  0.144
H 3.361 8.788 -11.771  0.154
H 5.351 5.545 -8.961  0.136
H 5.736 4.009 -7.083  0.152
H 4.440 6.763 -4.305  0.104
H 4.390 8.606 -6.127  0.129
H 5.701 4.915 -3.737  0.125
H 5.660 3.511 -4.769  0.111
H 4.135 4.305 -4.081  0.065
B 2.127 5.858 -3.370  -0.411
H 1.414 6.511 -2.655  -0.036
H 2.079 6.382 -4.466  -0.014
H 3.262 5.885 -2.936  -0.031
H 1.799 4.693 -3.351  -0.033
C 1.554 9.197 -3.651  -0.087
C 2.882 9.075 -2.935  -0.279
O 2.918 10.207 -2.139  0.145
C 2.022 11.135 -2.609  -0.526
O 1.948 12.246 -2.218  0.203
O 1.245 10.575 -3.565  0.090
F 3.923 9.195 -3.889  -0.002
H 0.797 8.566 -3.183  0.127
H 1.632 8.839 -4.676  0.127
H 3.070 8.149 -2.412  0.116
C -0.174 4.290 -0.052  -0.077
C -0.979 4.887 -1.201  -0.296
O -1.779 5.819 -0.540  0.132
C -1.917 5.439 0.771  -0.526
O -2.699 5.890 1.529  0.204
O -0.996 4.488 1.066  0.098
F -1.746 3.879 -1.742  0.054
H 0.797 4.807 -0.034  0.113
H 0.156 3.271 -0.249  0.139
H -0.411 5.397 -1.972  0.130
C 3.883 0.553 -2.413  -0.040
C 2.993 1.800 -2.439  -0.305
O 3.693 2.677 -1.573  0.104
C 4.907 2.175 -1.226  -0.557
O 5.650 2.674 -0.460  0.201
O 5.140 1.058 -1.956  0.066
F 1.800 1.558 -1.854  0.084
H 4.078 0.083 -3.377  0.136
H 3.472 -0.238 -1.784  0.146
H 2.908 2.300 -3.402  0.140
C 2.892 6.579 -0.040  -0.081
C 2.729 6.210 1.410  -0.326
O 2.970 7.418 2.073  0.141
C 3.691 8.243 1.237  -0.531
O 4.086 9.314 1.536  0.200
O 3.870 7.636 0.039  0.063
F 3.607 5.236 1.767  0.085
H 1.979 7.012 -0.456  0.126
H 3.215 5.793 -0.712  0.115
H 1.713 5.912 1.663  0.158
C 0.621 2.984 -5.656  -0.043
C -0.632 3.812 -5.852  -0.306
O -1.597 2.860 -6.181  0.143
C -1.237 1.664 -5.625  -0.540
O -1.924 0.707 -5.546  0.201
O 0.041 1.745 -5.177  0.051
F -0.523 4.669 -6.921  0.045
H 1.251 3.370 -4.862  0.081
H 1.140 2.703 -6.572  0.141
H -0.863 4.443 -4.992  0.172

=====

(5)
Molecular formula: C27H33BN9O2PdS3
Method: DFT, ωB97M-V with the def2-TZVPD basis set

Calculated values
total charge: +1
spin multiplicity: 5
expectation value of S²: 6.026
HOMO level (spin up / spin down): -9.73 / -9.97 eV
frontier orbital gap (spin up / spin down): 7.82 / 4.41 eV

Last column: Löwdin charge in e.
CARTESIAN COORDINATES (ANGSTROEM)
Pd -0.071 0.150 -0.416  0.672
N -3.930 2.466 6.391  0.118
C -2.961 1.864 5.643  -0.314
C -2.269 2.588 4.657  -0.023
C -1.282 1.981 3.911  -0.076
C -0.981 0.641 4.128  -0.306
C -1.663 -0.097 5.083  -0.066
C -2.647 0.510 5.836  -0.022
S 0.300 -0.094 3.162  0.613
O 0.719 -1.339 3.746  -0.310
O 1.300 0.899 2.887  -0.293
N -0.406 -0.387 1.699  -0.191
C -1.291 -1.367 1.512  -0.548
N -1.538 -1.617 0.191  0.054
C -2.379 -2.599 -0.108  -0.128
C -3.007 -3.354 0.862  -0.053
C -2.729 -3.005 2.182  -0.106
N -1.905 -2.027 2.511  0.151
H -4.113 3.446 6.295  0.099
H -4.384 1.972 7.134  0.099
H -2.502 3.635 4.504  0.113
H -0.717 2.538 3.176  0.091
H -1.398 -1.135 5.229  0.110
H -3.177 -0.050 6.597  0.113
H -2.553 -2.778 -1.165  0.120
H -3.674 -4.164 0.609  0.102
H -3.188 -3.530 3.014  0.119
C -3.818 0.838 0.601  -0.006
N -3.327 1.142 -0.729  -0.103
C -4.012 0.930 -1.896  -0.013
C -3.289 1.514 -2.890  -0.033
N -2.177 2.077 -2.341  -0.029
B -1.209 3.060 -3.065  -0.435
N 0.259 2.511 -3.188  0.003
C 1.258 3.381 -3.542  -0.045
C 2.382 2.670 -3.794  -0.027
N 2.070 1.353 -3.584  -0.113
C 2.976 0.242 -3.780  -0.019
C 0.772 1.269 -3.186  -0.682
S -0.032 -0.225 -2.867  0.650
C -2.196 1.827 -1.026  -0.722
S -1.004 2.328 0.105  0.796
H -4.386 -0.091 0.574  0.098
H -4.469 1.638 0.953  0.108
H -2.986 0.734 1.293  0.058
H -4.942 0.390 -1.922  0.132
H -3.481 1.573 -3.947  0.134
H -1.631 3.225 -4.175  0.085
H -1.158 4.066 -2.415  0.076
H 1.078 4.440 -3.594  0.131
H 3.362 2.993 -4.097  0.129
H 3.802 0.572 -4.404  0.099
H 2.454 -0.574 -4.274  0.078
H 3.363 -0.109 -2.827  0.078
C 3.245 -4.301 0.642  -0.001
N 2.213 -3.304 0.544  -0.066
C 1.616 -2.849 1.776  -0.007
C 2.159 -2.408 -0.585  -0.111
C 2.856 -1.095 -0.255  -0.264
C 4.229 -1.106 0.003  -0.052
C 4.874 0.062 0.366  -0.067
C 4.148 1.239 0.484  -0.058
C 2.782 1.249 0.230  -0.110
C 2.134 0.085 -0.155  -0.138
H 2.841 -5.193 1.125  0.116
H 4.073 -3.939 1.258  0.123
H 3.616 -4.563 -0.345  0.106
H 1.465 -3.688 2.454  0.122
H 0.665 -2.362 1.570  0.063
H 2.250 -2.108 2.277  0.126
H 1.108 -2.186 -0.793  0.086
H 2.602 -2.884 -1.460  0.138
H 4.792 -2.030 -0.086  0.109
H 5.938 0.053 0.565  0.110
H 4.642 2.151 0.795  0.113
H 2.226 2.169 0.357  0.094

=====

(6)
Molecular formula: C27H33BrClO5PPd
Method: DFT, ωB97M-V with the def2-TZVPD basis set

Calculated values
total charge: -2
HOMO level: -1.72 eV
frontier orbital gap: 5.61 eV

Last column: Löwdin charge in e.
CARTESIAN COORDINATES (ANGSTROEM)
Pd 9.341 -15.017 -5.070  0.266
O 11.660 -21.331 -6.829  -0.391
Cl 12.119 -21.737 -5.508  0.681
O 10.926 -22.088 -4.725  -0.400
O 13.117 -22.862 -5.610  -0.427
O 12.859 -20.680 -4.801  -0.414
C 4.824 -10.484 -0.749  -0.089
C 4.848 -10.065 -2.204  -0.606
C 3.367 -9.751 -2.527  -0.058
C 5.698 -8.816 -2.262  -0.065
C 5.425 -11.102 -3.109  -0.183
C 5.892 -10.830 -4.406  -0.093
C 6.590 -11.833 -5.139  -0.609
Br 7.344 -11.433 -6.830  0.676
C 6.716 -13.165 -4.649  -0.435
O 7.276 -14.133 -5.309  -0.262
C 6.123 -13.482 -3.384  -0.122
C 5.637 -12.463 -2.627  0.012
C 6.073 -14.890 -2.894  -0.492
C 7.380 -15.650 -2.548  -0.080
C 5.217 -14.946 -1.558  -0.068
C 5.361 -15.798 -3.911  -0.061
H 4.418 -9.679 -0.072  0.089
H 5.916 -10.419 -0.506  0.103
H 4.252 -11.394 -0.509  0.086
H 2.988 -8.917 -1.884  0.079
H 2.742 -10.614 -2.291  0.075
H 3.277 -9.458 -3.607  0.090
H 5.408 -8.115 -1.524  0.065
H 5.659 -8.362 -3.215  0.062
H 6.709 -9.116 -2.051  0.091
H 5.839 -9.837 -4.877  0.091
H 5.258 -12.615 -1.687  0.039
H 8.163 -15.003 -2.136  0.076
H 7.871 -15.982 -3.514  0.036
H 7.119 -16.410 -1.822  0.069
H 5.858 -14.498 -0.775  0.094
H 5.059 -15.985 -1.302  0.065
H 4.272 -14.514 -1.662  0.053
H 5.778 -15.799 -4.885  0.060
H 4.299 -15.548 -4.078  0.084
H 5.213 -16.797 -3.502  0.076
C 10.504 -18.113 -4.689  -0.260
P 10.904 -16.358 -4.826  0.716
C 11.728 -16.105 -3.185  -0.322
C 11.004 -16.421 -2.084  -0.148
C 11.602 -16.460 -0.868  -0.096
C 12.927 -16.032 -0.669  -0.125
C 13.713 -15.741 -1.741  -0.101
C 13.103 -15.764 -3.017  -0.050
C 12.379 -16.406 -5.852  -0.361
C 13.236 -17.537 -5.926  -0.043
C 14.502 -17.398 -6.551  -0.079
C 14.951 -16.189 -7.001  -0.132
C 14.089 -15.132 -7.045  -0.123
C 12.834 -15.185 -6.451  -0.100
H 11.293 -18.698 -4.370  -0.015
H 9.999 -18.550 -5.586  0.067
H 9.689 -18.202 -3.822  0.084
H 9.979 -16.742 -2.242  0.079
H 11.151 -16.871 0.041  0.101
H 13.318 -16.110 0.323  0.080
H 14.779 -15.608 -1.722  0.089
H 13.664 -15.501 -3.905  0.086
H 12.980 -18.489 -5.533  0.057
H 15.118 -18.295 -6.509  0.104
H 15.964 -16.026 -7.286  0.085
H 14.371 -14.167 -7.348  0.077
H 12.198 -14.326 -6.491  0.073

=====

M across the listed records, respectively: 816.1 669.1 988.0 731.4 729.1 690.3 u.